# C41H63N4O3P3S2Y

A structure of composition C41H63N4O3P3S2Y (ωB97M-V/def2-TZVPD, OMol25).

XYZ file:
```
117
Properties=species:S:1:pos:R:3:lowdin_charge:R:1
Y 13.585 11.169 11.804 1.4066
O 13.195 9.489 10.614 -0.7036
S 13.149 8.325 9.542 1.1368
C 14.560 7.208 10.064 -0.2686
C 14.284 6.364 11.324 -0.1886
C 14.136 6.977 12.771 -0.2227
C 14.961 8.134 13.272 -0.3048
S 14.018 9.204 14.435 1.0745
O 12.889 9.947 13.549 -0.6495
C 13.262 8.036 15.479 -0.4315
C 13.860 6.875 15.969 -0.0627
C 13.153 6.136 16.908 -0.0364
C 11.868 6.496 17.283 -0.0263
C 11.232 7.598 16.709 -0.0287
C 11.981 8.413 15.874 -0.0781
C 11.656 7.552 10.046 -0.4191
C 11.063 7.957 11.210 -0.1112
C 9.793 7.505 11.520 -0.0408
C 9.198 6.505 10.737 -0.0180
C 9.856 5.975 9.619 -0.0448
C 11.050 6.533 9.231 -0.0517
H 15.418 7.892 10.239 0.0921
H 14.747 6.457 9.243 0.1270
H 15.144 5.662 11.332 0.1323
H 13.434 5.721 11.132 0.1108
H 14.159 6.104 13.450 0.1229
H 13.098 7.241 12.904 0.0842
H 15.237 8.785 12.379 0.0654
H 15.893 7.802 13.785 0.1224
H 14.844 6.528 15.605 0.1283
H 13.576 5.250 17.373 0.1286
H 11.356 5.969 18.067 0.1225
H 10.251 7.832 17.023 0.1101
H 11.495 9.375 15.582 0.1248
H 11.514 8.744 11.858 0.0944
H 9.311 7.964 12.384 0.1210
H 8.204 6.168 10.983 0.1198
H 9.399 5.233 9.003 0.1186
H 11.536 6.323 8.220 0.1460
C 12.682 13.331 15.000 -0.2796
P 14.023 13.486 13.767 0.8198
C 15.461 12.982 14.839 -0.2640
C 14.304 15.314 14.000 -0.4118
C 15.557 15.946 13.395 -0.4124
P 15.598 16.596 11.630 0.8509
C 17.276 16.017 11.088 -0.3101
C 16.054 18.324 11.949 -0.3245
H 13.054 13.534 16.042 0.0705
H 12.329 12.289 15.003 0.0133
H 11.800 14.013 14.913 0.0636
H 16.357 13.435 14.384 0.0335
H 15.548 11.894 14.779 -0.0027
H 15.316 13.296 15.912 0.0805
H 14.338 15.599 15.125 0.1353
H 13.413 15.860 13.617 0.0364
H 16.423 15.328 13.572 0.0431
H 15.769 16.840 13.994 0.0795
H 17.970 16.192 11.947 0.0514
H 17.590 16.644 10.231 0.0451
H 17.300 14.972 10.752 0.0124
H 16.879 18.338 12.710 0.0569
H 15.193 18.959 12.359 0.0672
H 16.341 18.760 10.956 0.0549
O 12.414 12.616 10.554 -0.4415
P 11.491 13.545 9.735 0.6121
N 11.395 15.014 10.512 -0.1964
C 12.375 15.521 11.439 -0.2709
C 11.578 16.512 12.306 -0.1654
C 10.481 16.988 11.356 -0.1704
C 10.495 16.130 10.119 -0.1639
N 9.901 13.080 9.686 -0.1869
C 9.321 12.344 8.555 -0.2014
C 8.225 11.431 9.133 -0.1615
C 7.869 12.061 10.480 -0.1393
C 9.154 12.838 10.942 -0.1628
N 12.100 13.669 8.265 -0.1968
C 11.484 14.310 7.074 -0.1616
C 12.658 14.835 6.218 -0.1392
C 13.913 14.108 6.743 -0.1409
C 13.421 13.155 7.839 -0.1759
H 13.161 16.083 10.834 0.0638
H 12.918 14.710 11.912 0.0169
H 12.192 17.353 12.658 0.1104
H 11.225 15.968 13.241 0.1208
H 10.636 18.048 11.146 0.1185
H 9.551 17.070 11.923 0.1174
H 10.988 16.736 9.304 0.1353
H 9.503 15.852 9.832 0.1082
H 10.034 11.751 7.952 0.1139
H 8.879 13.052 7.820 0.1212
H 8.637 10.390 9.189 0.1109
H 7.363 11.333 8.451 0.1227
H 7.598 11.386 11.281 0.1040
H 7.032 12.746 10.317 0.1200
H 9.804 12.268 11.675 0.1096
H 8.926 13.755 11.471 0.1038
H 10.791 15.090 7.388 0.1093
H 10.892 13.542 6.505 0.1221
H 12.734 15.914 6.384 0.1138
H 12.441 14.670 5.162 0.1173
H 14.584 14.849 7.177 0.1093
H 14.402 13.588 5.898 0.1224
H 14.035 13.050 8.745 0.0947
H 13.265 12.138 7.479 0.1117
N 15.873 11.220 11.428 0.0950
C 17.011 11.183 11.147 -0.0524
C 18.311 11.121 10.588 -0.2113
C 19.490 11.349 11.304 -0.0126
C 20.722 11.272 10.693 -0.0408
C 20.804 11.159 9.329 -0.0266
C 19.648 11.019 8.574 -0.0396
C 18.412 10.871 9.188 0.0006
H 19.442 11.490 12.392 0.1342
H 21.611 11.332 11.292 0.1253
H 21.741 10.973 8.807 0.1350
H 19.769 11.072 7.461 0.1437
H 17.565 10.629 8.612 0.1029
```

The value obtained for the energy above the lowest of the compared OMol25 structures with the same formula, charge and spin is 1.195 eV. The calculation puts the total energy at -3902.88706 hartree. The max |F| comes out at 0.0516 hartree/bohr. As for the net charge: +3. As for the LUMO energy: -7.6411 eV. As for the multiplicity: 1.

# C41H63NO31P

A cluster of 11 separate species, C41H63NO31P in total (ωB97M-V/def2-TZVPD, OMol25).

XYZ file:
```
137
Properties=species:S:1:pos:R:3:lowdin_charge:R:1
C 2.826 3.192 -4.039 -0.3043
P 2.871 2.989 -2.221 0.9249
C 1.096 2.986 -1.739 -0.2939
C 3.612 1.295 -2.029 -0.4232
C 3.496 0.821 -0.562 -0.1317
C 2.500 -0.309 -0.234 -0.4426
C 1.089 0.206 0.127 -0.0270
C 3.014 -1.011 1.031 -0.0411
N 2.464 -1.325 -1.327 -0.1107
O 3.273 -2.308 -1.157 -0.0215
C 2.292 -0.898 -2.749 -0.4416
C 2.588 -2.122 -3.618 -0.0402
C 0.832 -0.486 -3.080 0.0012
C 3.290 0.220 -3.100 -0.1134
H 3.762 2.817 -4.461 0.0463
H 1.973 2.728 -4.544 0.0220
H 2.796 4.267 -4.237 0.0281
H 0.539 2.060 -1.886 0.0127
H 1.019 3.291 -0.695 0.0158
H 0.604 3.763 -2.335 0.0282
H 4.668 1.543 -2.174 0.0757
H 4.489 0.477 -0.253 0.1071
H 3.270 1.689 0.068 0.1050
H 0.378 0.176 -0.688 0.0515
H 1.129 1.227 0.509 0.0600
H 0.695 -0.411 0.939 0.0753
H 2.458 -1.933 1.218 0.0822
H 2.844 -0.333 1.875 0.0878
H 4.080 -1.225 0.985 0.0791
H 2.333 -1.864 -4.651 0.0944
H 3.635 -2.417 -3.596 0.0833
H 1.942 -2.931 -3.274 0.0670
H 0.532 -0.965 -4.014 0.0842
H 0.114 -0.811 -2.334 0.0574
H 0.740 0.587 -3.243 0.0610
H 2.919 0.696 -4.012 0.0979
H 4.231 -0.266 -3.382 0.1215
C 8.373 0.683 0.454 -0.1137
C 7.678 1.632 1.415 -0.1122
O 7.305 2.711 0.553 0.0612
C 7.229 2.246 -0.715 -0.5739
O 6.770 2.849 -1.632 0.1508
O 7.731 0.989 -0.788 0.0517
H 8.230 -0.368 0.690 0.1314
H 9.438 0.896 0.358 0.1318
H 6.772 1.201 1.845 0.1298
H 8.316 2.003 2.211 0.1328
C -3.556 1.413 0.201 -0.1124
C -3.498 2.694 -0.611 -0.0896
O -2.429 3.412 0.026 0.0688
C -1.643 2.519 0.662 -0.5680
O -0.589 2.765 1.166 0.1237
O -2.199 1.295 0.653 0.0611
H -3.832 0.538 -0.378 0.1251
H -4.205 1.502 1.068 0.1003
H -3.225 2.516 -1.653 0.1310
H -4.413 3.279 -0.567 0.1353
C -7.603 -2.549 -0.733 -0.0959
C -7.660 -1.803 -2.055 -0.0991
O -7.447 -0.444 -1.642 0.0667
C -6.798 -0.457 -0.461 -0.5641
O -6.331 0.508 0.068 0.1366
O -6.746 -1.702 0.046 0.0663
H -7.170 -3.544 -0.803 0.1349
H -8.574 -2.602 -0.241 0.1344
H -6.854 -2.091 -2.730 0.1356
H -8.614 -1.883 -2.567 0.1331
C 1.114 1.709 4.497 -0.1034
C 1.178 3.025 3.748 -0.1060
O 2.229 3.713 4.446 0.0721
C 3.018 2.797 5.037 -0.5690
O 4.073 3.029 5.546 0.1421
O 2.458 1.568 4.976 0.0555
H 0.854 0.861 3.868 0.1266
H 0.440 1.748 5.354 0.1331
H 1.471 2.896 2.706 0.1168
H 0.259 3.600 3.790 0.1328
C -0.309 -4.013 0.326 -0.0962
C -0.726 -2.699 -0.306 -0.1201
O -1.927 -3.066 -0.997 0.0609
C -2.440 -4.157 -0.413 -0.5728
O -3.529 -4.596 -0.643 0.1290
O -1.574 -4.682 0.481 0.0639
H 0.173 -3.907 1.294 0.1308
H 0.321 -4.604 -0.338 0.1238
H -0.980 -1.931 0.426 0.1256
H 0.007 -2.316 -1.009 0.0918
C -6.131 1.862 3.277 -0.1157
C -6.434 2.339 4.685 -0.1091
O -5.140 2.726 5.157 0.0626
C -4.353 3.005 4.092 -0.5635
O -3.273 3.497 4.150 0.1670
O -4.972 2.636 2.943 0.0333
H -6.922 2.052 2.557 0.1308
H -5.861 0.806 3.240 0.1348
H -7.088 3.213 4.698 0.1330
H -6.845 1.569 5.332 0.1324
C -5.099 -7.853 1.799 -0.1114
C -5.427 -6.507 1.182 -0.1122
O -6.635 -6.797 0.465 0.0526
C -7.223 -7.878 1.024 -0.5767
O -8.318 -8.266 0.766 0.1568
O -6.391 -8.457 1.923 0.0559
H -4.628 -7.789 2.776 0.1307
H -4.487 -8.472 1.140 0.1329
H -5.648 -5.752 1.939 0.1343
H -4.664 -6.129 0.509 0.1006
C 5.069 2.941 9.069 -0.1158
C 5.111 4.269 8.338 -0.1167
O 6.176 4.950 9.015 0.0581
C 6.986 4.028 9.581 -0.5746
O 8.044 4.260 10.074 0.1567
O 6.422 2.797 9.510 0.0555
H 4.793 2.106 8.432 0.1281
H 4.420 2.967 9.947 0.1298
H 5.370 4.149 7.287 0.1125
H 4.194 4.846 8.419 0.1330
C 0.183 -4.728 -6.152 -0.1049
C -0.010 -6.129 -5.597 -0.1072
O 0.247 -5.937 -4.202 0.0713
C 0.029 -4.639 -3.901 -0.5523
O 0.006 -4.189 -2.798 0.1601
O -0.152 -3.913 -5.025 0.0593
H -0.471 -4.487 -6.985 0.1333
H 1.219 -4.528 -6.429 0.1341
H -1.034 -6.486 -5.716 0.1332
H 0.682 -6.863 -5.999 0.1327
C -1.513 4.442 -5.201 -0.1137
C -0.477 4.832 -6.241 -0.1095
O 0.224 3.603 -6.440 0.0445
C -0.582 2.577 -6.080 -0.5780
O -0.345 1.427 -6.269 0.1599
O -1.693 3.047 -5.463 0.0539
H -2.461 4.962 -5.305 0.1314
H -1.140 4.559 -4.181 0.1220
H -0.928 5.135 -7.187 0.1322
H 0.215 5.599 -5.904 0.1326
```

The calculation puts the total energy at -4328.68210 hartree. The max |F| comes out at 0.0165 hartree/bohr. The expectation value of S² is 0.754. As for the net charge: 0. As for the LUMO energy (spin up / spin down): 0.1469 / 0.1462 eV. As for the multiplicity: 2.

# C41H64Br2N20PS

A cluster of 19 separate species, C41H64Br2N20PS in total (ωB97M-V/def2-TZVPD, OMol25).

XYZ file:
```
129
Properties=species:S:1:pos:R:3:lowdin_charge:R:1
C 3.347 -1.756 -1.120 -0.1570
C 2.930 -0.189 -0.828 -0.5754
Br 4.284 1.215 -1.356 0.6932
C 1.608 0.148 -0.221 -0.6248
Br 1.178 2.117 0.070 0.6683
N 0.552 -0.842 0.221 -0.1807
P -0.196 -1.786 -1.096 0.4098
S -0.281 -3.650 -0.444 0.2022
H 4.539 -1.801 -1.086 0.0948
H 2.971 -2.514 -0.309 0.0664
H 3.060 -2.063 -2.229 0.0917
H 0.882 -1.513 0.977 0.1244
H -0.235 -0.290 0.678 0.1289
H 0.449 -1.656 -2.378 -0.0020
H -1.565 -1.286 -1.256 0.0272
C 3.727 1.827 2.805 -0.0988
C 3.463 0.344 3.007 -0.1916
N 3.244 -0.887 3.175 0.0943
H 4.802 2.023 2.848 0.0865
H 3.346 2.144 1.830 -0.0261
H 3.228 2.405 3.587 0.0318
C 1.530 -4.632 -4.492 -0.0279
C 0.685 -3.695 -3.644 -0.0574
N -0.015 -2.918 -2.940 -0.1559
H 2.455 -4.881 -3.965 0.0781
H 0.976 -5.553 -4.694 0.0955
H 1.780 -4.151 -5.442 0.0463
C 0.296 0.322 5.466 -0.0803
C 1.268 1.486 5.574 -0.1854
N 2.074 2.451 5.664 0.1092
H 0.844 -0.624 5.474 0.0414
H -0.400 0.338 6.310 0.0878
H -0.273 0.397 4.535 0.0309
C 0.319 5.018 3.347 -0.1053
C -0.495 3.901 3.978 -0.1893
N -1.171 2.973 4.502 0.0938
H 0.780 4.666 2.421 0.0031
H -0.329 5.870 3.121 0.0674
H 1.105 5.341 4.036 0.0775
C 2.299 7.108 0.207 -0.0679
C 2.688 5.755 0.778 -0.1709
N 3.011 4.631 1.252 0.0978
H 3.185 7.616 -0.185 0.0738
H 1.576 6.978 -0.603 0.0810
H 1.850 7.728 0.988 0.0701
C -2.651 3.116 -0.629 -0.1080
C -1.831 4.204 0.045 -0.1949
N -1.152 5.107 0.605 0.1073
H -3.023 2.411 0.119 0.0765
H -3.501 3.561 -1.153 0.0529
H -2.031 2.576 -1.350 0.0415
C 4.696 1.982 -4.877 -0.1072
C 3.843 2.136 -6.126 -0.2102
N 3.135 2.264 -7.161 0.0826
H 5.009 2.966 -4.516 0.0790
H 4.122 1.481 -4.093 -0.0077
H 5.585 1.386 -5.104 0.0801
C -2.204 -1.571 3.444 -0.0709
C -3.057 -1.416 2.195 -0.1946
N -3.765 -1.288 1.160 0.0936
H -1.891 -0.587 3.805 0.0497
H -2.778 -2.072 4.228 0.0890
H -1.315 -2.166 3.217 0.0344
C 2.296 -6.872 -1.136 -0.0678
C 3.268 -5.708 -1.027 -0.1870
N 4.075 -4.743 -0.937 0.1071
H 2.844 -7.818 -1.128 0.0832
H 1.601 -6.856 -0.292 0.0771
H 1.728 -6.797 -2.067 0.0646
C -2.672 5.869 -3.829 -0.0670
C -2.937 4.386 -3.627 -0.1809
N -3.156 3.156 -3.459 0.0816
H -1.598 6.066 -3.786 0.0835
H -3.054 6.186 -4.804 -0.0008
H -3.172 6.447 -3.047 0.0848
C -5.399 -2.557 -1.886 -0.1126
C -5.587 -3.621 -2.955 -0.2202
N -5.742 -4.504 -3.841 0.0674
H -4.888 -2.985 -1.019 0.0573
H -4.800 -1.732 -2.282 0.0664
H -6.372 -2.170 -1.570 0.0359
C -9.558 -5.415 -1.791 -0.0687
C -8.739 -4.327 -1.116 -0.1768
N -8.059 -3.425 -0.556 0.0988
H -9.930 -6.120 -1.042 0.0798
H -10.409 -4.971 -2.315 0.0790
H -8.939 -5.956 -2.512 0.0688
C 2.501 3.919 8.930 -0.0920
C 2.760 5.347 9.383 -0.2144
N 2.975 6.531 9.758 0.0781
H 1.599 3.533 9.413 0.0743
H 2.364 3.891 7.845 0.0347
H 3.349 3.283 9.198 0.0750
C 2.755 -2.513 -8.386 -0.0707
C 3.145 -3.867 -7.815 -0.2059
N 3.467 -4.990 -7.341 0.0923
H 3.641 -2.005 -8.777 0.0816
H 2.033 -2.644 -9.196 0.0815
H 2.306 -1.894 -7.604 0.0716
C 3.789 10.379 2.058 -0.0775
C 2.936 10.533 0.810 -0.2194
N 2.228 10.661 -0.226 0.0949
H 4.102 11.362 2.419 0.0797
H 3.215 9.877 2.842 0.0760
H 4.677 9.783 1.831 0.0761
C 2.589 -3.327 6.173 -0.0798
C 1.736 -3.173 4.924 -0.2125
N 1.028 -3.045 3.888 0.0772
H 2.902 -2.344 6.534 0.0796
H 2.015 -3.828 6.957 0.0838
H 3.477 -3.923 5.946 0.0100
C -6.396 -8.141 -1.595 -0.0856
C -7.293 -8.877 -0.613 -0.2153
N -8.037 -9.487 0.202 0.0837
H -6.490 -7.061 -1.450 0.0594
H -5.353 -8.431 -1.437 0.0736
H -6.683 -8.389 -2.620 0.0771
C -4.895 5.230 -7.795 -0.0651
C -4.075 6.318 -7.121 -0.1745
N -3.395 7.221 -6.561 0.0958
H -5.267 4.525 -7.047 0.0778
H -5.745 5.675 -8.319 0.0807
H -4.275 4.690 -8.516 0.0799
C 3.205 -7.472 5.258 -0.0641
C 4.025 -6.384 5.933 -0.1764
N 4.705 -5.481 6.492 0.1013
H 2.833 -8.177 6.007 0.0809
H 2.355 -7.027 4.734 0.0743
H 3.825 -8.012 4.537 0.0793
```

The calculation puts the total energy at -8582.30882 hartree. The max |F| comes out at 0.2624 hartree/bohr. As for the net charge: +1. As for the LUMO energy: -2.9869 eV. As for the multiplicity: 1.

Look up the multiplicity of the second one. 2

Which formula does entry 3 have? C41H64Br2N20PS

Which formula does entry 3 have? C41H64Br2N20PS

Number 1 is which compound? C41H63N4O3P3S2Y